Below is a cluster of 8 separate species, C26H62NO22S5 in total, with properties calculated with ωB97M-V/def2-TZVPD.

```
116
Properties=species:S:1:pos:R:3:forces:R:3:mulliken_charge:R:1
S 1.4211 -6.7144 -2.9660 -1.660 -1.874 -3.878 1.1633
S 1.2201 -1.3844 5.9640 3.674 -2.246 -3.251 0.9990
S -4.1529 4.1316 -4.6620 0.751 0.345 -0.015 1.1555
S 2.7321 3.4076 -5.1160 4.655 -2.453 3.342 1.0629
S -3.0619 1.6736 3.4750 4.934 2.492 -4.340 1.1343
O 0.7851 1.2286 -2.1470 -10.937 -14.058 6.871 -0.2845
O 1.1851 -2.9754 6.4810 0.323 1.719 -1.821 -0.3047
O -0.0799 -7.5104 -2.8070 2.101 0.545 0.783 -0.3336
O -0.0399 2.6506 5.3850 -3.122 -0.074 3.563 -0.4762
O 2.4661 -7.2054 -2.1070 -1.275 0.462 0.187 -0.6047
O -2.8759 3.9326 -3.6250 -2.863 -1.768 0.673 -0.2455
O -3.3769 2.0346 1.7860 -0.958 -0.160 2.438 -0.4927
O -3.4739 3.8986 -5.9170 -1.268 0.643 0.178 -0.6302
O 2.1801 2.7226 5.1700 -2.432 -0.841 1.682 -0.3226
O -4.3949 -1.1704 -1.4780 -2.245 -3.560 1.540 -0.3460
O -4.8609 5.3476 -4.2980 1.014 -1.230 -0.736 -0.6164
O 1.5751 -6.8034 -4.4150 0.199 0.191 2.170 -0.6098
O 3.6551 2.7156 -5.9750 -1.180 0.980 -1.354 -0.6224
O 1.8181 -0.7094 7.0370 1.376 1.247 0.978 -0.6180
O -1.9819 0.6966 3.3370 -1.245 0.149 0.991 -0.4222
O -2.3779 -1.1574 -0.6480 2.401 0.992 -2.500 0.1839
O 2.2721 2.5106 -4.0790 -1.474 0.806 0.021 -0.5354
O -2.7619 2.9726 4.0350 -0.982 -1.795 0.115 -0.6064
O 3.7431 4.4706 -4.3010 -3.067 1.467 -1.689 -0.3486
O -2.9459 0.0656 -2.5820 0.436 -5.307 3.763 -0.5740
O 0.7781 2.4616 3.4550 1.729 0.250 -3.881 -0.0912
O 1.7881 -1.2974 4.5600 -1.268 -0.496 3.322 -0.5029
N 1.3541 -1.1784 0.5520 1.711 0.323 -2.269 1.2086
C -4.5249 1.0226 4.0650 0.798 -2.790 1.291 -1.0631
C 1.4671 4.3066 -5.8550 1.420 2.380 -1.089 -1.3038
C 2.8281 -0.8914 0.9750 -1.291 -2.690 2.301 -0.8097
C 1.0681 -0.5164 -0.7830 0.198 0.152 0.692 -1.5095
C -3.1649 -0.8744 -1.6940 0.485 8.051 -3.864 0.3827
C 0.9091 2.6096 4.7380 0.586 0.063 1.301 0.4751
C 2.3871 -5.1444 6.6970 -1.623 -0.525 -2.000 -1.0648
C 1.2061 -2.6564 0.3990 -1.289 -2.094 1.273 -0.9678
C 1.1661 0.9906 -0.8330 6.622 -3.196 -2.868 0.4106
C -0.3419 -8.0794 -1.4640 0.724 2.770 -0.241 0.0116
C 2.2921 -3.7274 5.9380 2.295 -0.758 6.965 -0.3011
C -0.3599 -0.9504 5.9650 -3.086 1.907 -7.342 -0.7178
C 4.8371 3.9346 -3.5620 0.380 -0.225 -0.514 -0.3112
C -0.8539 4.5506 -2.6480 2.503 1.023 0.339 -1.4049
C 1.0871 -4.9994 -2.7240 1.722 -0.187 1.422 -0.5840
C -5.2349 2.7156 -4.3380 2.008 -0.324 3.717 -0.7173
C 2.0621 2.7626 2.9240 1.231 3.132 -3.373 0.2712
C -2.3159 2.2416 0.8180 0.854 2.495 1.601 1.2055
C 6.0971 4.7976 -3.8670 -3.146 1.120 -0.923 -1.0537
C -1.8669 4.8986 -3.6240 3.308 -5.281 -4.388 -0.5589
C 0.5511 -0.6384 1.5640 -5.938 1.757 -0.895 -1.3458
C 2.9341 2.7006 4.0640 6.901 -1.697 0.634 -0.6454
C -4.5019 -1.9664 -0.1690 0.201 5.333 0.105 -0.4749
C -1.6989 -8.6964 -1.4080 -2.057 0.369 -3.172 -1.2284
C -3.0139 -1.9414 0.2320 -4.234 1.022 0.204 -0.6179
C -2.9179 2.7386 -0.4140 -3.169 2.069 -5.526 -0.7961
H -1.8549 -9.2254 -0.5070 -0.523 0.046 1.265 0.3872
H 2.4001 2.1586 2.0560 -0.796 0.076 0.626 -0.0837
H 1.0671 5.1556 -5.3770 0.520 1.273 1.779 0.4566
H 2.1911 -3.9434 4.9930 -1.029 -0.892 -5.197 0.3450
H -4.0219 2.3236 -0.8080 2.668 0.844 1.838 0.1454
H 1.9531 -3.0224 -0.2420 1.512 -0.202 -0.521 0.5769
H 3.0811 0.1066 1.0210 -0.478 2.452 0.351 0.2898
H 1.2211 1.8116 -2.4070 10.872 14.823 -7.443 0.0639
H -2.5929 -8.0494 -1.8390 1.868 -0.401 1.897 0.2511
H 0.3161 -4.6064 -3.2870 -0.930 0.316 -2.673 0.4991
H 2.4801 0.9526 -0.8190 -3.537 1.799 0.516 0.2189
H 1.1961 -3.2584 1.3580 0.688 1.368 -0.605 0.2867
H 2.0911 -4.5454 -2.8080 -0.711 0.061 -0.302 0.3644
H 7.0171 4.3696 -3.5530 1.020 -1.370 -1.341 0.3717
H -5.1359 -1.2364 0.4650 1.004 -1.351 -0.861 0.1775
H -0.6559 -1.1754 6.8750 -2.388 -1.730 4.162 0.6261
H -1.8949 -9.4594 -2.1710 1.084 -0.399 -0.030 0.3403
H 3.3401 -3.2614 6.0430 -1.840 0.040 0.239 0.2925
H 0.6371 -4.7044 -1.8200 0.148 -0.387 2.208 -0.1319
H -1.0989 4.5686 -1.6630 -2.110 -0.270 3.000 0.4426
H -2.4019 2.5396 -1.4680 -0.233 0.103 2.662 0.0430
H 0.5361 -8.6654 -1.1860 -0.482 -0.448 0.028 0.3627
H 0.6321 1.5286 -0.1650 -1.233 1.767 2.556 0.1235
H -1.4519 3.0106 1.0550 -1.864 -1.217 0.516 0.0483
H 0.5551 3.8566 -5.9680 -1.755 -2.620 -0.542 0.5146
H -4.5129 1.9216 -3.9960 -0.753 0.503 -0.521 0.1123
H 0.6731 -1.2024 2.3510 0.999 -2.976 4.551 1.4893
H -0.9379 -1.4224 4.9060 1.456 1.336 3.705 0.1241
H 0.3211 -3.1474 -0.0720 -0.231 1.855 0.068 0.0884
H -5.9609 2.8546 -3.5040 0.925 0.595 -0.301 0.3102
H 0.7451 0.3786 1.9670 -0.287 -0.384 -1.208 0.0918
H 6.2051 5.5996 -3.1480 -1.037 0.925 -0.017 0.3140
H -4.9659 -2.8924 -0.1760 -0.784 -1.735 -0.908 0.4062
H -1.3459 4.8096 -4.6850 -0.944 0.419 1.725 0.0604
H 1.7931 4.7576 -6.7840 0.360 -0.507 -0.414 0.4725
H -2.2849 5.7556 -3.6000 -2.482 6.378 0.728 0.8277
H 4.5051 3.8696 -2.5470 0.121 0.303 0.881 0.3022
H -0.1029 5.3536 -2.4800 0.174 -0.418 -1.334 0.4666
H -0.4089 3.5806 -2.7570 0.429 -0.352 -0.704 0.3667
H 3.5641 3.5616 4.2060 0.479 0.545 -0.685 0.3453
H 2.3831 3.9146 2.6320 -2.529 -2.358 -0.243 0.2767
H 1.5451 -5.8644 6.2000 2.003 1.624 1.447 0.2324
H -5.2329 1.6436 3.6210 -1.838 1.033 0.125 0.4444
H -0.3029 -7.1334 -0.8560 -0.228 -1.078 0.281 0.1493
H 3.5311 -1.2354 0.2660 0.442 -1.288 -0.774 0.3950
H 2.9251 -1.3454 2.0460 0.034 0.627 -2.098 0.2659
H -2.9649 -1.5564 1.1730 0.502 1.325 2.763 0.3385
H -2.7199 -2.8774 0.2660 2.165 -4.685 -0.184 0.4973
H -4.3829 0.9016 5.1760 -0.535 1.092 -0.964 0.3669
H 4.8761 2.9296 -3.9110 1.003 -0.981 -0.187 0.3812
H -3.0169 3.9206 -0.4200 -0.054 -2.476 0.221 0.3536
H -5.8449 2.3696 -5.0960 -0.524 -0.213 -2.387 0.4464
H -0.4419 0.1856 5.9400 0.428 -1.308 -0.426 0.1741
H 2.3881 -5.2694 7.8160 -0.179 0.807 -1.262 0.3170
H -4.6519 -0.0404 3.7790 0.153 0.721 -0.510 0.2964
H -0.6319 -0.9404 1.3440 2.975 1.658 0.160 -0.4658
H 3.7641 1.8606 4.0230 -1.946 0.770 0.394 0.1917
H 3.3591 -5.4634 6.3080 -0.143 -0.564 0.261 0.3592
H 1.7891 -0.9564 -1.4200 0.781 -0.113 -0.929 0.3888
H 0.1351 -0.6424 -1.2600 -1.678 -1.455 0.438 0.5259
H 5.7501 5.2416 -4.9290 2.151 -1.076 2.177 0.2335
H -1.8359 1.3506 0.7330 1.380 -2.859 -0.531 -0.5587
```
Forces are in eV/Å.

LUMO energy: -2.659 eV
charge: +1
E_HOMO: -0.4488 Eh